(1)
ORCA calculation (ωB97M-V/def2-TZVPD) on a structure of composition C3H4CrO3 at a distorted geometry.

Values from the calculation:
Net charge: +2
LUMO (alpha / beta) (eV): -12.1 / -10.7
2S+1: 5
Highest occupied orbital energy (alpha / beta) (eV): -18.1830 / -18.3366
DFT total energy (a.u.): -1386.08655
Relative energy (zero: lowest compared OMol25 entry of this formula, charge and spin) (kJ/mol): 253.4

Positions of all 11 atoms, in Å:
C  1.0687  0.1020  0.0818
C  0.7623  -0.6576  -0.9900
O  0.6045  1.4211  0.2114
H  1.8449  -0.1483  0.8052
H  -0.1028  -0.6471  -1.6527
H  1.6007  -0.9130  -1.6394
H  1.2963  2.0006  0.5601
O  -1.7455  -2.1128  0.4891
C  -1.9297  -1.0262  0.8646
O  -2.1338  0.1355  0.8235
Cr  -1.2655  1.8457  0.4464

Results of the Löwdin charge analysis, in e, for atoms 1 through 5: -0.15 0.11 -0.11 0.15 0.10

=====

(2)
ORCA calculation (ωB97M-V/def2-TZVPD) on a structure of composition C6H12F16Li3N8O38S16 at a distorted geometry.

Values from the calculation:
Net charge: -5
LUMO (eV): 7.4
Highest occupied orbital energy (eV): 0.5957
DFT total energy (a.u.): -11524.02759

Positions of all 99 atoms, in Å:
Li  16.4246  -9.7884  2.1156
Li  16.1852  -12.4334  3.6661
Li  16.0733  -8.4376  0.1128
N  17.1214  -14.0996  3.0090
S  18.7239  -14.0784  3.7090
O  19.2995  -12.7484  3.7776
O  19.6366  -15.2129  3.6129
F  18.0715  -14.1536  5.2103
S  17.6356  -14.3380  1.5704
O  18.1809  -15.6081  1.2238
O  18.0879  -13.1798  0.8099
F  16.1119  -14.4659  1.0064
N  18.2482  -8.1798  -3.6941
S  17.7030  -6.6220  -3.6247
O  17.6346  -5.9259  -2.3014
O  16.8220  -6.1982  -4.6669
F  19.1150  -6.0407  -4.1958
S  16.8271  -8.5513  -3.4260
O  15.9311  -8.7174  -4.5891
O  16.3331  -8.4120  -2.0243
F  17.1536  -10.0994  -3.1328
N  13.4431  -5.0381  -0.7996
S  14.0269  -4.8674  -2.4244
O  14.9502  -5.8371  -3.0001
O  14.0609  -3.5398  -3.0322
F  12.6322  -5.4072  -2.9348
S  14.8792  -5.0783  -0.2682
O  15.5874  -3.8580  -0.3997
O  15.5927  -6.3549  -0.3692
F  14.4862  -4.9883  1.3346
N  12.6916  -15.3172  3.3348
S  12.8014  -13.8976  2.8707
O  11.7782  -13.4400  1.9334
O  14.0780  -13.2623  3.0574
F  12.0258  -13.4544  4.2551
S  13.6003  -15.9753  2.0330
O  14.9546  -16.2057  2.3705
O  13.3038  -15.7413  0.6392
F  12.8802  -17.3817  2.2333
N  16.4046  -10.5163  3.9103
S  15.5415  -9.7858  5.0239
O  15.3337  -8.4271  4.6866
O  15.5301  -10.2086  6.4061
F  14.1251  -10.4896  4.5384
S  17.8251  -9.9438  4.7657
O  18.4117  -10.8945  5.6899
O  17.9662  -8.5062  5.1309
F  18.8458  -9.9073  3.4810
N  17.5001  -8.4552  1.3949
S  17.9094  -7.0421  1.9124
O  18.2306  -5.9960  0.9887
O  18.5649  -6.9666  3.2522
F  16.3700  -6.7549  2.3158
S  19.0245  -8.7221  0.6180
O  20.2585  -8.5186  1.3157
O  18.8937  -8.4901  -0.8400
F  18.7586  -10.3400  0.7119
N  14.8269  -9.8414  0.7644
S  14.3695  -10.8900  -0.1838
O  13.7711  -10.4442  -1.4497
O  14.0945  -12.2057  0.4355
F  15.9163  -11.3033  -0.7175
S  13.1620  -9.3414  1.0099
O  12.1891  -10.2975  1.5053
O  12.7318  -8.2091  0.2071
F  13.6280  -8.6764  2.3702
N  15.0291  -15.5988  5.7758
S  15.1590  -14.0178  6.5336
O  15.7491  -13.1259  5.5430
O  15.4525  -13.7470  7.9140
F  13.5627  -13.6107  6.3791
S  15.4973  -16.3565  7.0732
O  14.5826  -16.4819  8.1875
O  16.9176  -16.1709  7.4711
F  15.5543  -17.9251  6.4600
C  24.0291  -14.7891  1.0391
O  22.8055  -14.5822  0.4113
C  21.9747  -13.6272  0.7528
O  20.7675  -13.5101  0.3865
O  22.6576  -12.6957  1.3766
C  21.9667  -11.5104  1.7381
H  24.6290  -13.8830  1.1240
H  24.6270  -15.5279  0.5054
H  23.6815  -15.1216  2.0172
H  22.0593  -10.7285  0.9843
H  22.3041  -11.0600  2.6716
H  20.8834  -11.4603  1.8483
C  14.1449  -11.6207  -5.4896
O  14.9518  -11.9521  -4.4242
C  14.5652  -12.8850  -3.5843
O  13.3709  -13.3044  -3.4567
O  15.5804  -13.3186  -2.7981
C  16.9857  -13.0131  -2.8078
H  13.8116  -12.3761  -6.2013
H  14.6379  -10.9189  -6.1623
H  13.2565  -11.0684  -5.1833
H  17.5319  -13.8543  -2.3810
H  17.1407  -12.2167  -2.0799
H  17.4245  -12.8582  -3.7934

Results of the Löwdin charge analysis, in e, for atoms 1 through 5: 0.58 0.59 0.59 -0.29 0.63

=====

(3)
ORCA calculation (ωB97M-V/def2-TZVPD) on a cluster of 2 separate species, C6H11BrO in total at a distorted geometry.

Values from the calculation:
Net charge: 0
LUMO (eV): 0.8
SMILES string: C=C(Br)CC.CC=O
Highest occupied orbital energy (eV): -9.3541
DFT total energy (a.u.): -2884.37369
Relative energy (zero: lowest compared OMol25 entry of this formula, charge and spin) (kJ/mol): 77.8

Positions of all 19 atoms, in Å:
C  1.5627  0.9628  -0.0461
C  0.0534  -0.5720  -2.2345
C  0.6211  0.2380  0.5275
C  -0.7930  -1.6961  -2.1163
C  -0.3178  1.0723  2.6425
C  -0.6529  0.6480  1.1873
O  1.1805  -0.4322  -2.5360
Br  1.0821  -1.6629  0.7261
H  1.2668  2.0532  -0.0523
H  2.6156  0.6420  -0.0889
H  -0.5126  0.4684  -2.3232
H  -0.4730  -2.6510  -2.7139
H  -1.8285  -1.6372  -2.4430
H  -0.8268  -2.1192  -1.1558
H  -1.1039  1.3351  3.2660
H  0.4566  1.8436  2.4971
H  0.1682  0.3050  3.0760
H  -1.1276  1.4365  0.6045
H  -1.3708  -0.2343  1.1829

Results of the Löwdin charge analysis, in e, for atoms 1 through 5: -0.06 -0.46 -0.73 -0.10 -0.07

=====

(4)
ORCA calculation (ωB97M-V/def2-TZVPD) on a cluster of 6 separate species, C38H87Cl2N5O14 in total.

Values from the calculation:
Net charge: 0
LUMO (eV): 0.4
SMILES string: C[C@@H](Cl)[C@H](Cl)[C@H](CCC(=O)O)OC=O.COCCNCCOC.COCCNCCOC.COCCNCCOC.COCCNCCOC.COCCNCCOC
Highest occupied orbital energy (eV): -8.5727
DFT total energy (a.u.): -3747.35655

Positions of all 146 atoms, in Å:
C  2.8936  -0.6250  -2.1458
C  3.8419  -0.0259  -3.1849
Cl  5.5657  -0.2631  -2.7238
C  3.6218  -0.4974  -4.6308
Cl  2.2146  0.4334  -5.2701
C  3.3354  -1.9851  -4.8523
C  4.3516  -2.9349  -4.2232
C  3.9332  -4.3982  -4.4441
C  4.5966  -5.2110  -5.5494
O  4.1677  -6.2576  -5.8986
O  5.6951  -4.6910  -6.1609
O  3.3670  -2.2743  -6.2622
C  2.2073  -2.1225  -6.9746
O  1.2743  -2.8401  -6.8358
H  3.3163  -1.5114  -1.6665
H  1.9402  -0.8855  -2.6213
H  2.6602  0.1087  -1.3686
H  3.7089  1.0574  -3.1936
H  4.4742  -0.2120  -5.2521
H  2.3347  -2.2390  -4.4763
H  4.4523  -2.7300  -3.1570
H  5.3243  -2.7272  -4.6834
H  2.8617  -4.4695  -4.6598
H  4.1018  -4.9762  -3.5262
H  6.2492  -4.2129  -5.5285
H  2.2572  -1.3116  -7.7133
C  -2.4260  -2.4294  0.7112
O  -2.2947  -1.3811  1.6532
C  -1.6647  -1.7634  2.8686
C  -0.3502  -1.0347  3.0343
N  0.6236  -1.4855  2.0533
C  1.8508  -0.6987  2.0314
C  1.7503  0.7649  1.6173
O  1.3726  0.9442  0.2639
C  -0.0196  0.9972  0.0037
H  -2.9966  -2.0325  -0.1279
H  -1.4515  -2.7718  0.3430
H  -2.9712  -3.2786  1.1296
H  -1.5046  -2.8459  2.8924
H  -2.3314  -1.4994  3.6954
H  0.0455  -1.2258  4.0377
H  -0.5583  0.0436  2.9640
H  0.1951  -1.4573  1.1357
H  2.5494  -1.1908  1.3484
H  2.3003  -0.7398  3.0303
H  2.7415  1.2099  1.7234
H  1.0772  1.3310  2.2735
H  -0.5677  1.4393  0.8414
H  -0.4402  0.0066  -0.1986
H  -0.1698  1.6105  -0.8826
C  -1.8121  6.2568  -5.8796
O  -2.9678  5.4677  -5.6923
C  -3.1783  4.4866  -6.7008
C  -3.0930  3.0964  -6.1121
N  -1.7345  2.8018  -5.6843
C  -1.5867  1.5515  -4.9534
C  -2.2514  1.4428  -3.5866
O  -1.6740  2.3105  -2.6275
C  -2.2632  3.5915  -2.5153
H  -1.8043  7.0066  -5.0904
H  -0.8925  5.6643  -5.8168
H  -1.8292  6.7666  -6.8485
H  -2.4427  4.6029  -7.5027
H  -4.1748  4.6403  -7.1242
H  -3.3900  2.3692  -6.8742
H  -3.8257  3.0352  -5.2939
H  -1.4044  3.5651  -5.1057
H  -0.5203  1.3815  -4.7896
H  -1.9454  0.7338  -5.5873
H  -2.0715  0.4271  -3.2223
H  -3.3381  1.5840  -3.6222
H  -3.3345  3.5588  -2.7340
H  -1.7956  4.3254  -3.1781
H  -2.1250  3.9262  -1.4869
C  -7.1908  -4.4432  -3.6247
O  -7.8966  -5.0043  -2.5382
C  -7.8189  -6.4225  -2.4578
C  -7.1076  -6.8424  -1.1912
N  -5.7037  -6.4672  -1.2429
C  -4.9660  -6.6836  -0.0061
C  -5.3700  -5.8605  1.2113
O  -5.1242  -4.4731  1.0667
C  -6.1684  -3.7163  0.4852
H  -7.3869  -3.3724  -3.6157
H  -6.1104  -4.6080  -3.5453
H  -7.5334  -4.8551  -4.5796
H  -7.3000  -6.8244  -3.3335
H  -8.8375  -6.8205  -2.4499
H  -7.1800  -7.9296  -1.0878
H  -7.6448  -6.3937  -0.3428
H  -5.6377  -5.4904  -1.5026
H  -3.9110  -6.4828  -0.2089
H  -5.0413  -7.7438  0.2589
H  -4.7571  -6.1918  2.0536
H  -6.4174  -6.0256  1.4915
H  -7.1484  -4.1423  0.7186
H  -6.0731  -3.6410  -0.6021
H  -6.1136  -2.7105  0.9017
C  9.3493  1.3191  1.2575
O  9.0812  1.6918  2.5928
C  9.3950  3.0450  2.8997
C  8.1413  3.8085  3.2633
N  7.2771  3.9551  2.1031
C  5.9689  4.5314  2.3807
C  5.0181  3.7350  3.2665
O  4.5896  2.5151  2.6878
C  5.4162  1.3940  2.9396
H  9.1368  0.2547  1.1731
H  8.7236  1.8644  0.5421
H  10.3995  1.4895  0.9985
H  9.8942  3.5210  2.0500
H  10.0829  3.0517  3.7498
H  8.4226  4.8030  3.6237
H  7.6595  3.2790  4.0981
H  7.1539  3.0465  1.6725
H  5.4698  4.6973  1.4229
H  6.1152  5.5162  2.8375
H  4.1172  4.3378  3.4082
H  5.4386  3.5469  4.2619
H  5.9157  1.4740  3.9092
H  6.1761  1.2537  2.1657
H  4.7777  0.5094  2.9474
C  -4.6046  2.2569  8.3203
O  -4.3763  2.1849  6.9292
C  -4.0683  3.4325  6.3192
C  -2.6660  3.4133  5.7537
N  -1.6813  3.3521  6.8225
C  -0.3074  3.1639  6.3759
C  0.0301  1.8523  5.6783
O  -0.0675  0.7163  6.5182
C  -1.3410  0.1045  6.5798
H  -4.8977  1.2614  8.6492
H  -3.7085  2.5641  8.8711
H  -5.4126  2.9571  8.5570
H  -4.1723  4.2454  7.0446
H  -4.7829  3.6019  5.5088
H  -2.5043  4.3287  5.1756
H  -2.6007  2.5664  5.0551
H  -1.9309  2.5983  7.4516
H  0.3434  3.2558  7.2488
H  -0.0500  3.9861  5.6991
H  1.0736  1.9035  5.3548
H  -0.5785  1.7020  4.7775
H  -1.8918  0.2388  5.6434
H  -1.9554  0.4784  7.4040
H  -1.1820  -0.9624  6.7414

Results of the Löwdin charge analysis, in e, for atoms 1 through 5: -0.11 -0.74 0.63 -0.62 0.71